The following is a quantum chemistry calculation of a cluster of 18 separate species, C72H144O42 in total at a distorted geometry, from OMol25.

Its total charge is 0. The calculated total energy is -162988.6649 eV.

XYZ file:
```
258
Properties=species:S:1:pos:R:3:forces:R:3:mulliken_charge:R:1
C -1.59941 -3.89689 3.51657 1.52 -0.53 -0.98 -0.964
C -0.11948 -4.39912 3.38974 -1.43 -0.45 0.78 0.149
O 0.07298 -5.15346 2.12998 -0.54 -0.73 0.46 0.437
C -0.12512 -6.51381 2.08391 1.09 -2.35 2.74 -0.075
O -0.05170 -7.32379 3.04938 -0.89 3.24 -3.69 -0.585
O -0.25968 -6.89618 0.77884 0.20 1.87 1.44 0.147
C -0.47648 -8.23782 0.45634 -0.03 -1.39 -0.73 -0.908
H -1.71215 -3.20970 2.67804 -0.61 0.19 0.13 -0.187
H -1.78662 -3.40922 4.47324 0.13 0.11 -0.14 0.500
H -2.27067 -4.74891 3.40893 -0.06 0.05 -0.02 0.531
H 0.05989 -4.97333 4.29869 0.39 -0.68 -0.47 0.117
H 0.56968 -3.55564 3.43106 0.15 -0.21 -0.68 -0.137
H -0.61723 -8.24140 -0.62453 -0.29 0.13 0.03 0.276
H -1.33806 -8.70434 0.93400 -0.08 0.39 0.20 0.299
H 0.36528 -8.91554 0.59861 0.34 0.40 0.55 0.322
C -3.03830 3.94839 5.21748 1.05 -0.23 1.59 -0.637
C -2.09034 4.52478 6.34073 -0.49 0.52 -0.87 -0.497
O -1.04788 3.55473 6.55414 0.00 -0.79 -0.09 -0.106
C 0.03816 3.75648 7.32597 -1.87 3.58 0.13 0.610
O 0.24204 4.79179 7.94720 0.13 -1.57 -0.61 -0.623
O 0.78869 2.70505 7.23094 0.81 -0.96 -0.13 -0.179
C 2.10468 2.75476 7.76538 0.59 -0.46 0.42 -0.721
H -3.54263 3.07408 5.62900 -0.10 -0.05 -0.02 0.282
H -2.41254 3.58889 4.40061 -0.17 0.30 -0.20 -0.102
H -3.80384 4.65611 4.89939 0.32 0.11 -0.04 0.453
H -2.60926 4.79310 7.26095 -0.06 -0.56 0.17 0.352
H -1.67049 5.47744 6.01782 0.39 -0.12 -0.20 0.337
H 2.17625 3.27914 8.71827 -0.33 -0.04 -0.07 0.374
H 2.82563 3.20347 7.08201 -0.30 0.15 -0.23 0.302
H 2.36544 1.70304 7.88362 0.13 0.13 0.15 0.171
C 0.27539 3.81118 2.26948 -0.87 0.37 -0.03 -1.145
C -0.80818 3.71349 1.16630 1.93 -0.49 -0.19 2.564
O -2.01562 4.35722 1.48951 -1.04 1.20 0.30 0.017
C -2.17049 5.66909 1.16407 0.78 0.56 -0.70 0.683
O -1.36037 6.35187 0.54329 -1.48 -1.02 1.16 -0.623
O -3.37753 6.06727 1.61802 0.61 -1.46 0.50 -0.266
C -3.81033 7.42129 1.48646 1.14 -0.42 -1.32 -0.717
H -0.08115 3.29429 3.16044 0.04 -0.12 0.07 0.157
H 0.47492 4.84350 2.55688 0.02 0.10 -0.16 0.523
H 1.21676 3.36034 1.95537 -0.10 -0.09 -0.18 0.058
H -1.00282 2.65172 1.01512 -0.56 0.16 0.04 -1.070
H -0.41911 4.07618 0.21490 -0.05 0.25 0.01 -1.046
H -3.02455 8.06639 1.87952 -0.47 0.25 0.41 0.305
H -4.80786 7.47038 1.92308 0.41 0.18 0.12 0.246
H -3.82678 7.59487 0.41050 -0.41 0.45 -0.02 0.277
C 4.69339 -2.62212 6.67144 -0.33 0.39 -0.88 -1.147
C 3.21417 -2.33412 6.30453 1.03 -0.48 1.88 -0.261
O 3.07787 -1.30571 5.31903 0.01 -0.24 -1.64 -0.132
C 3.18392 -1.70828 4.00186 0.26 1.12 0.36 0.046
O 3.25738 -2.83778 3.60604 -0.14 0.84 0.26 -0.031
O 3.24609 -0.63003 3.13110 0.26 -1.45 1.13 0.019
C 3.09066 0.72115 3.55082 -0.79 0.61 0.18 -0.596
H 5.27581 -1.72576 6.88453 -0.29 0.42 -0.32 0.314
H 5.13175 -3.10275 5.79684 0.34 -0.39 0.41 -0.005
H 4.80925 -3.16614 7.60885 -0.38 -0.62 -0.36 0.562
H 2.79434 -1.96901 7.24184 -0.55 0.49 -0.35 0.364
H 2.69038 -3.26324 6.07988 0.09 0.17 -0.54 0.259
H 3.32705 1.33787 2.68370 0.09 -0.19 0.01 0.230
H 3.66476 1.07810 4.40586 0.48 -0.62 -0.04 0.396
H 2.05211 0.91633 3.81806 -0.16 -0.11 -0.13 -0.058
C 6.82035 -1.12109 4.30011 1.12 -0.78 1.08 -1.046
C 6.70483 -1.29795 2.82722 -1.72 0.47 -0.36 0.290
O 7.83411 -1.93635 2.24834 0.81 0.67 -0.66 -0.404
C 8.01495 -3.24126 2.33009 -0.68 -1.14 1.46 0.814
O 7.27191 -4.02335 2.88825 0.07 0.49 -0.46 -0.542
O 9.19327 -3.57037 1.80361 0.38 -0.17 -0.80 -0.401
C 9.54376 -4.97054 1.79770 -0.76 -0.69 0.44 -0.583
H 6.07890 -0.52842 4.83591 -0.27 0.11 -0.61 0.290
H 7.79670 -0.67996 4.50069 0.06 0.15 0.16 0.413
H 6.82656 -2.10402 4.77118 0.02 -0.01 0.09 0.206
H 6.60116 -0.31071 2.37697 0.53 -0.09 -0.40 0.279
H 5.77475 -1.79921 2.55930 0.13 -0.46 -0.04 -0.059
H 10.17914 -5.19912 2.65335 0.19 0.23 -0.17 0.326
H 9.98118 -5.31613 0.86104 0.35 0.87 -0.03 0.294
H 8.66589 -5.60836 1.90082 -0.24 0.33 0.20 0.168
C -2.22125 -4.71610 -0.75149 0.68 1.11 -1.79 -0.843
C -3.35749 -3.80283 -0.39613 -0.53 -1.94 2.00 -0.430
O -3.33799 -2.47025 -0.77749 -0.13 2.02 -2.10 0.407
C -3.74549 -2.09821 -2.04210 0.41 -0.72 -1.85 0.194
O -4.25877 -2.80229 -2.90641 0.78 0.81 2.01 -0.689
O -3.38503 -0.81718 -2.24649 0.29 0.02 1.55 0.116
C -3.34058 -0.21022 -3.54200 -0.11 -0.98 -0.72 -0.298
H -2.37210 -5.70800 -0.32548 0.02 0.15 -0.17 0.300
H -1.23839 -4.31479 -0.50442 -0.03 -0.07 0.53 0.104
H -2.22057 -4.69495 -1.84128 0.12 -0.84 -0.29 0.306
H -3.28368 -3.77105 0.69091 -0.67 0.32 0.25 -0.159
H -4.27077 -4.32797 -0.67587 -0.30 0.42 -0.07 0.531
H -3.13361 0.85854 -3.48714 -0.45 -0.10 0.72 0.008
H -4.25198 -0.45603 -4.08699 -0.03 0.27 -0.01 0.504
H -2.50029 -0.60868 -4.11055 0.01 -0.33 0.09 -0.276
C 0.51791 -1.18775 0.98768 0.06 -1.97 -0.39 -0.950
C -0.36678 -0.20239 0.35829 -1.18 2.40 -0.57 2.813
O 0.30546 0.50308 -0.70148 1.38 0.78 -2.08 0.074
C -0.27638 1.31491 -1.61908 -2.34 0.70 1.44 0.043
O -1.44895 1.75799 -1.51987 3.14 -1.35 -0.55 -0.121
O 0.60382 1.65130 -2.58392 0.52 -1.65 1.84 0.797
C 0.13427 2.52222 -3.56828 -2.25 1.17 -0.17 -0.178
H 0.61962 -2.07770 0.36657 0.29 0.01 -0.34 -0.098
H -0.05060 -1.58901 1.82665 0.28 0.25 0.54 -0.168
H 1.52314 -0.86098 1.25380 -0.30 0.28 0.20 0.195
H -0.60409 0.55017 1.11025 -0.34 0.06 0.00 -0.758
H -1.29758 -0.54257 -0.09557 -0.05 -0.58 0.43 -0.861
H -0.29242 3.40112 -3.08498 0.54 0.31 -0.02 -0.582
H -0.79025 2.09580 -3.95753 0.16 -0.25 -0.76 0.390
H 0.85550 2.80960 -4.33335 0.20 -0.47 0.44 -0.144
C 3.31819 -0.62576 -3.69089 0.05 -0.17 -0.12 -1.007
C 3.18570 -1.34299 -2.34095 1.39 0.99 -0.65 0.253
O 2.02262 -2.11503 -2.35119 -1.28 -3.67 -0.02 0.160
C 2.13632 -3.49619 -2.65181 0.35 0.22 -0.53 -0.120
O 3.18300 -4.07058 -2.92510 -2.24 1.01 0.69 -0.590
O 0.86544 -4.04573 -2.64876 0.92 2.32 0.02 0.522
C 0.63025 -5.41879 -2.93000 1.86 -0.78 0.47 -0.848
H 4.13840 0.09213 -3.69115 -0.06 0.13 0.15 0.398
H 2.39373 -0.13590 -3.99670 -0.05 0.27 0.44 -0.050
H 3.52052 -1.30986 -4.51501 0.18 -0.39 0.19 0.472
H 3.13984 -0.63955 -1.50958 -0.67 0.20 -0.09 -0.063
H 4.09575 -1.89180 -2.09867 -0.13 -0.59 -0.35 0.066
H 1.25079 -5.93075 -2.19452 -0.40 -0.63 0.11 0.102
H 1.02278 -5.75337 -3.89024 -0.11 0.44 -0.28 0.401
H -0.42138 -5.69110 -2.84043 0.15 0.60 0.16 0.269
C -4.30135 3.47835 -1.80593 0.23 0.06 0.84 0.051
C -5.78416 3.12014 -1.93066 1.33 -1.77 0.68 -0.565
O -6.44274 4.21471 -2.46721 -1.99 1.89 -0.94 -0.147
C -7.78514 4.23955 -2.71451 0.43 0.16 -1.02 0.530
O -8.61659 3.43233 -2.43137 0.22 -0.55 0.64 -0.531
O -8.06555 5.33283 -3.47303 1.37 -0.05 0.54 -0.263
C -9.40377 5.53525 -3.87499 -0.85 0.43 0.31 -0.790
H -3.68945 2.68840 -1.37045 -0.29 -0.64 -0.49 -0.399
H -4.11013 4.22397 -1.03421 -0.47 0.62 -0.16 0.338
H -3.82644 3.81046 -2.72912 -0.24 -0.07 -0.11 0.059
H -6.17433 2.77008 -0.97497 -0.23 0.55 0.27 0.359
H -5.88562 2.22516 -2.54451 -0.14 0.12 -0.55 0.331
H -9.50655 6.55340 -4.25037 0.55 -0.04 -0.20 0.254
H -10.07851 5.52572 -3.01899 -0.02 -0.53 0.01 0.365
H -9.72636 4.84579 -4.65516 0.10 -0.19 0.21 0.314
C 1.78024 -5.41863 9.32371 0.47 -0.41 -0.96 -1.125
C 1.23350 -5.98536 7.95708 0.46 -0.47 1.92 -0.290
O 2.14798 -5.69984 6.92391 0.46 1.56 -0.46 -0.236
C 2.05048 -6.24442 5.70271 -0.03 -1.43 -0.56 0.579
O 1.31629 -7.14319 5.36708 0.46 0.88 0.61 -0.543
O 3.00413 -5.68263 4.94219 -0.68 1.01 2.65 -0.168
C 3.26539 -6.10678 3.66952 0.80 -1.40 -2.03 -0.177
H 2.59034 -6.03717 9.71005 -0.25 -0.37 0.09 0.315
H 0.97389 -5.33978 10.05288 0.05 -0.16 -0.06 0.374
H 2.27704 -4.45089 9.25473 -0.44 0.29 -0.46 0.244
H 0.22842 -5.57462 7.86114 0.07 -0.03 -0.84 0.282
H 1.21449 -7.07339 8.01977 -0.58 0.00 0.17 0.328
H 3.23794 -7.18873 3.54016 -0.46 -0.16 0.30 0.550
H 4.31428 -5.87720 3.48186 -0.16 0.51 -0.20 0.148
H 2.60795 -5.67250 2.91633 0.05 0.23 0.15 -0.319
C -6.07209 5.67540 -5.99003 0.16 -0.05 0.18 -1.014
C -4.86827 6.18508 -6.77954 -0.93 -0.87 -1.32 -0.400
O -3.84021 5.18060 -6.76844 0.52 0.24 1.43 -0.244
C -3.92666 4.14905 -7.60260 -0.28 1.17 -1.89 0.510
O -4.73351 4.04368 -8.52885 1.56 -0.57 2.01 -0.603
O -2.82439 3.42078 -7.33669 -0.53 0.52 0.28 -0.064
C -2.58983 2.28847 -8.11288 -0.05 -1.00 -1.35 -0.673
H -6.93065 6.34685 -6.00048 0.06 0.06 -0.35 0.376
H -5.87305 5.51156 -4.93096 0.43 0.18 0.01 0.233
H -6.35762 4.69594 -6.37377 -0.20 0.12 -0.23 0.319
H -4.51667 7.17657 -6.49420 0.57 -0.47 0.49 0.355
H -5.04084 6.23400 -7.85468 -0.93 0.48 0.03 0.384
H -2.72312 2.46585 -9.18005 -0.48 0.27 -0.02 0.436
H -3.26334 1.48592 -7.81223 0.21 -0.17 -0.02 0.294
H -1.54106 1.99425 -8.07265 -0.07 0.07 0.78 0.073
C -4.10919 0.44023 0.88104 0.57 0.98 0.33 -0.883
C -3.77216 -0.34019 2.11630 -0.71 -1.67 0.04 0.218
O -2.56871 0.16280 2.65081 0.78 1.48 -0.40 0.560
C -2.19380 -0.11881 3.87370 0.43 -0.55 0.63 -0.141
O -2.71851 -0.91485 4.61648 0.22 0.40 0.10 -0.628
O -1.07511 0.59609 4.09928 0.67 0.28 1.06 0.686
C -0.35447 0.44763 5.37597 -0.70 -0.39 -0.12 -0.691
H -4.51063 1.38181 1.25570 -0.22 0.23 -0.47 0.471
H -4.77604 -0.01510 0.14885 -0.02 -0.20 0.43 0.404
H -3.16025 0.66927 0.39613 -0.11 0.04 -0.35 -0.346
H -3.54885 -1.37978 1.87651 -0.35 -0.28 -0.02 -0.609
H -4.55300 -0.30044 2.87577 0.00 -0.10 -0.08 0.321
H 0.42778 1.20006 5.47609 -0.18 -0.08 -0.79 0.036
H 0.05966 -0.55804 5.44827 0.04 0.01 -0.15 0.287
H -0.97593 0.61894 6.25492 -0.47 -0.09 -0.33 0.327
C 2.47917 3.66075 -8.24131 0.03 0.49 0.16 -0.893
C 3.76557 4.14114 -7.52410 -0.18 1.27 -0.22 -0.602
C 3.28443 4.37712 -6.08879 -0.88 -0.47 -1.03 -0.349
O 2.33110 3.35418 -5.92297 -1.28 -1.52 1.13 -0.014
C 1.58639 3.07725 -7.10276 1.20 -0.23 -1.43 0.143
H 2.68409 3.06143 -9.12839 -0.05 -0.49 0.36 0.396
H 1.96107 4.53198 -8.64211 0.06 0.18 0.05 0.294
H 4.02602 5.11868 -7.92990 0.33 -0.04 -0.22 0.351
H 4.64535 3.50641 -7.62995 -0.27 -0.28 0.22 0.282
H 2.69271 5.28851 -6.00320 0.52 0.65 -0.08 0.201
H 4.02159 4.31163 -5.28853 -0.01 -0.07 -0.14 0.072
H 0.57304 3.46230 -7.21660 0.00 0.81 0.87 -0.054
H 1.41974 2.00674 -7.22250 0.53 -0.30 0.39 0.123
C -0.33666 -0.99475 -5.69025 0.58 0.94 -1.42 -0.125
C -0.36745 -2.25416 -4.87673 0.01 -0.64 0.75 0.645
C -1.46258 -3.10080 -5.55529 -0.18 0.56 -0.22 -0.635
O -1.65852 -2.48040 -6.86030 -0.19 -2.46 0.15 -0.524
C -1.45275 -1.13839 -6.76752 0.88 1.35 0.91 -0.389
H 0.61628 -0.99349 -6.21941 0.03 0.20 -0.25 0.548
H -0.35541 -0.03134 -5.18076 -0.24 -0.17 0.41 -0.443
H -0.47216 -1.99488 -3.82321 -0.72 -0.40 0.12 -0.090
H 0.56675 -2.81567 -4.86843 0.15 0.26 -0.43 0.092
H -2.37512 -3.09855 -4.95917 -0.34 0.23 -0.15 0.228
H -1.22565 -4.14823 -5.74201 0.28 0.14 -0.02 0.313
H -2.39738 -0.64291 -6.54327 -0.10 0.41 0.41 0.184
H -1.07610 -0.70415 -7.69363 -0.18 -0.30 -0.32 0.319
C -1.50987 6.51616 -3.17515 0.91 -0.54 0.46 -0.440
C -0.19150 6.09584 -2.51677 1.53 1.39 -0.25 0.447
C 0.74882 5.99622 -3.73872 -0.04 -0.88 0.14 -0.370
O -0.05550 5.28867 -4.70228 -1.13 1.59 0.01 -0.489
C -1.42777 5.82365 -4.52674 -0.26 -1.16 0.10 0.015
H -1.54091 7.59670 -3.31509 -0.15 -0.02 0.32 0.452
H -2.28788 6.14305 -2.50913 -0.47 0.34 -0.44 0.021
H -0.23917 5.19037 -1.91184 -0.12 -0.13 -0.35 -0.871
H 0.16154 6.88347 -1.85111 -0.01 -0.06 0.19 0.698
H 1.71702 5.50277 -3.65384 -0.31 -0.94 0.58 -0.060
H 1.14733 6.94612 -4.09504 -0.91 0.76 -0.23 0.341
H -2.12054 4.98215 -4.52171 0.26 -0.36 -0.20 -0.054
H -1.81075 6.46270 -5.32238 0.74 0.10 -0.36 0.245
C 6.24435 -5.34281 -0.20298 1.41 -0.31 1.85 -0.695
C 5.02341 -4.58884 0.19424 -1.28 -0.05 -0.97 0.737
C 3.99074 -5.77020 0.11515 1.00 1.55 0.11 0.389
O 4.69734 -6.92070 0.60987 -0.37 0.48 -0.11 -0.443
C 6.09175 -6.56549 0.71621 -0.46 -0.39 -1.12 -0.467
H 7.18683 -4.84816 0.03187 0.07 0.22 -0.07 0.324
H 6.28436 -5.64433 -1.24968 -0.34 0.04 0.01 0.321
H 4.83170 -3.75788 -0.48463 -0.45 -0.14 -0.22 -0.198
H 4.98907 -4.15245 1.19248 0.57 -0.31 0.20 -0.285
H 3.73555 -5.91639 -0.93442 -0.41 -0.14 0.07 0.138
H 3.16071 -5.43631 0.73779 -0.40 -0.83 -0.07 -0.350
H 6.69110 -7.37414 0.29793 -0.03 -0.34 0.45 0.337
H 6.26746 -6.40147 1.77938 0.59 0.31 -0.11 0.245
C 4.21576 2.79149 -1.13983 -1.53 0.08 -1.20 0.399
C 4.94606 3.30947 -2.41660 1.22 0.59 2.04 -0.493
C 4.90712 4.82269 -2.12097 -1.01 -0.63 -0.63 -0.521
O 3.58811 5.06235 -1.58193 0.78 0.87 0.40 -0.478
C 3.05190 3.84140 -1.11005 0.12 -1.42 -1.13 0.675
H 4.75385 2.69858 -0.19647 0.44 0.44 -0.27 0.382
H 3.79220 1.81021 -1.35386 -0.11 -0.11 0.16 -0.610
H 4.47700 2.98099 -3.34406 -0.25 0.24 0.17 0.070
H 6.00312 3.04431 -2.43641 0.00 -0.41 -0.13 0.450
H 5.06754 5.39088 -3.03723 -0.30 0.33 0.08 0.349
H 5.65887 5.12905 -1.39355 0.12 -0.18 0.09 0.340
H 2.33774 3.56398 -1.88536 -0.21 -0.51 -0.10 -0.592
H 2.43295 3.86095 -0.21304 0.59 0.68 0.46 -0.012
C -5.86728 -2.38305 4.43536 0.08 -1.19 1.00 -0.239
C -5.42121 -3.38410 3.35197 -0.63 0.13 -0.70 0.427
C -6.16968 -2.85064 2.11581 -0.04 -0.64 -0.36 -0.142
O -6.78156 -1.65279 2.46282 -0.19 2.46 -0.10 -0.417
C -7.08614 -1.67849 3.83242 0.39 -0.82 0.74 -0.698
H -5.09417 -1.72069 4.82484 -0.02 0.13 -0.45 -0.058
H -6.14200 -3.04122 5.25965 -0.21 0.43 0.44 0.453
H -5.78324 -4.37630 3.62136 0.06 -0.04 -0.09 0.574
H -4.36856 -3.48707 3.08848 0.11 0.34 0.56 -0.738
H -7.00512 -3.45810 1.76776 0.35 -0.83 -0.15 0.414
H -5.46378 -2.66843 1.30550 -0.24 0.08 -0.23 -0.278
H -8.02340 -2.21619 3.97565 -0.07 -0.62 0.11 0.338
H -7.29205 -0.73643 4.34056 0.41 0.57 -0.80 0.387
```
Forces are in eV/Å.